[1]
C10H18Si | ωB97M-V/def2-TZVPD

The calculation puts the frontier orbital gap at 8.44 eV. For the LUMO energy, the calculation gives 0.56 eV. The spin multiplicity is 1. The HOMO energy comes out at -7.88 eV. The calculation puts the total energy at -18532.35237 eV. The energy relative to the best compared isomer or geometry (same formula, charge and spin) comes out at 713.9 kJ/mol. Its largest force on an atom is 4.90 eV Å⁻¹. The calculation puts the molecular weight at 166.340 g mol⁻¹.

Last column: Löwdin charge in e.
Positions of all 29 atoms, in Å:
1 C -2.805 -2.542 -1.156  0.00
2 C 2.426 -1.536 0.413  -0.20
3 C -0.220 2.010 -0.523  -0.03
4 H -2.665 1.988 1.546  0.08
5 H -0.874 -1.407 1.136  0.06
6 H -2.293 -3.440 -1.500  0.07
7 C 0.409 2.994 0.137  0.02
8 H -2.614 -0.740 -0.355  0.11
9 H 1.262 0.050 -2.458  0.02
10 H 0.917 3.891 0.058  0.07
11 H -0.238 -0.040 -1.808  -0.01
12 C -1.754 2.611 1.426  -0.07
13 H 1.170 1.183 1.796  0.04
14 C -0.828 -2.053 0.214  -0.30
15 H -0.244 0.981 2.909  0.09
16 C 0.619 -0.708 -2.092  -0.24
17 C -2.132 -1.730 -0.357  -0.27
18 C -0.420 2.020 0.996  -0.49
19 H 3.419 -1.355 -0.032  -0.03
20 H -0.397 1.868 -1.776  0.17
21 H 2.634 -1.934 1.372  -0.06
22 H -3.754 -2.407 -1.522  0.02
23 H -2.046 3.512 0.776  0.11
24 C 0.187 1.003 1.921  -0.04
25 H -0.065 0.013 1.530  0.02
26 Si 0.916 -1.627 -0.526  0.71
27 H -1.457 2.914 2.386  0.05
28 H -0.700 -3.107 0.580  0.09
29 H 0.212 -1.337 -2.896  0.04

[2]
C6H8 | ωB97M-V/def2-TZVPD

The calculation puts the frontier orbital gap at 10.06 eV. For the LUMO energy, the calculation gives 1.19 eV. The spin multiplicity is 1. The HOMO energy comes out at -8.86 eV. The calculation puts the total energy at -6348.74677 eV. The energy relative to the best compared isomer or geometry (same formula, charge and spin) comes out at 196.5 kJ/mol. Its largest force on an atom is 2.96 eV Å⁻¹. The calculation puts the molecular weight at 80.130 g mol⁻¹.

Last column: Löwdin charge in e.
Positions of all 14 atoms, in Å:
1 C 1.332 -0.354 0.663  -0.09
2 H -0.542 0.825 -1.823  0.13
3 C 1.036 0.858 -0.210  -0.15
4 H 1.081 1.780 0.386  0.11
5 H -0.380 -1.780 -0.758  0.16
6 H -1.612 0.685 1.064  0.11
7 C -0.345 0.537 -0.788  -0.25
8 C 0.254 -1.116 0.798  -0.12
9 C -1.621 0.368 0.016  -0.04
10 H 2.315 -0.618 1.024  0.09
11 C -0.707 -0.823 -0.287  -0.26
12 H 1.753 0.979 -1.031  0.10
13 H -2.556 0.634 -0.481  0.09
14 H 0.041 -1.994 1.401  0.11

[3]
C3H5F | ωB97M-V/def2-TZVPD

The calculation puts the frontier orbital gap at 10.74 eV. For the LUMO energy, the calculation gives 1.23 eV. The spin multiplicity is 1. The HOMO energy comes out at -9.51 eV. The calculation puts the total energy at -5905.54396 eV. The energy relative to the best compared isomer or geometry (same formula, charge and spin) comes out at 297.8 kJ/mol. Its largest force on an atom is 9.86 eV Å⁻¹. The calculation puts the molecular weight at 60.071 g mol⁻¹.

Last column: Löwdin charge in e.
Positions of all 9 atoms, in Å:
1 H 0.320 -0.980 -1.164  0.14
2 H 0.560 1.438 0.809  0.16
3 C -0.729 -0.099 0.343  -0.52
4 H -0.771 -0.187 1.412  0.14
5 C 0.622 -0.630 -0.092  -0.10
6 C 0.282 0.793 -0.168  -0.13
7 F -1.829 -0.075 -0.213  0.14
8 H 0.252 0.812 -1.335  0.15
9 H 1.292 -1.072 0.407  0.02

[4]
C9H36O9 | ωB97M-V/def2-TZVPD

The calculation puts the frontier orbital gap at 10.26 eV. For the LUMO energy, the calculation gives 0.23 eV. The spin multiplicity is 1. The HOMO energy comes out at -10.03 eV. The calculation puts the total energy at -28338.26870 eV. The energy relative to the best compared isomer or geometry (same formula, charge and spin) comes out at 679.0 kJ/mol. Its largest force on an atom is 2.44 eV Å⁻¹. The calculation puts the molecular weight at 288.378 g mol⁻¹.

Last column: Löwdin charge in e.
Positions of all 54 atoms, in Å:
1 O -1.082 -3.187 -6.758  -0.13
2 H -1.415 9.467 1.864  0.07
3 H -2.220 -2.315 5.093  0.08
4 H -0.246 3.069 4.944  0.07
5 H 1.044 -5.319 -2.619  0.07
6 H 7.671 -4.693 -1.830  0.06
7 H 1.115 0.046 -1.613  0.07
8 H -1.139 8.368 3.202  0.08
9 H 0.297 4.393 6.054  0.08
10 C -0.246 3.452 5.964  -0.16
11 H 5.677 -3.461 -1.073  0.05
12 C 7.265 -4.723 -0.820  -0.11
13 C -1.554 8.438 2.196  -0.18
14 H 2.430 3.980 -0.098  0.07
15 H -4.491 -3.053 -1.071  0.07
16 C 2.090 -5.098 -2.834  -0.13
17 H -1.812 -3.747 3.593  0.08
18 O -1.595 3.635 6.406  -0.13
19 C -5.513 -3.318 -0.801  -0.16
20 O 6.451 -3.490 -0.506  -0.14
21 O -2.300 -3.038 3.168  -0.10
22 H 8.094 -4.865 -0.127  0.07
23 H 6.613 -5.596 -0.866  0.06
24 O -6.418 -2.383 -1.384  -0.13
25 H -1.914 -1.540 -5.862  0.07
26 H 1.444 -3.641 -3.922  0.06
27 H 2.666 -5.326 -1.937  0.07
28 H -0.796 1.231 0.176  0.08
29 H 2.429 -5.724 -3.659  0.07
30 H -1.899 2.741 6.580  0.06
31 H -5.559 -3.274 0.287  0.07
32 H -1.198 0.092 -1.082  0.07
33 H -0.679 6.831 1.491  0.07
34 C -2.070 -2.136 -6.761  -0.15
35 H -6.518 -1.596 -0.843  0.07
36 C -0.375 0.458 -0.467  -0.17
37 O 2.139 -3.687 -3.261  -0.14
38 H -0.068 -0.388 0.148  0.07
39 O 0.797 0.832 -1.163  -0.12
40 H 3.147 5.867 -0.909  0.07
41 H 3.943 6.357 0.674  0.08
42 O -1.285 7.503 1.168  -0.11
43 H 4.458 4.993 -0.268  0.07
44 H -2.633 8.335 2.315  0.07
45 H -1.604 -3.975 -6.926  0.06
46 H -3.740 -2.153 4.294  0.07
47 H 0.228 2.761 6.661  0.07
48 C 3.574 5.550 0.042  -0.16
49 H -3.123 -2.413 -6.803  0.08
50 O 2.607 4.641 0.576  -0.13
51 H -5.773 -4.321 -1.142  0.08
52 H -1.761 -1.422 -7.525  0.07
53 H -2.490 -1.049 3.912  0.07
54 C -2.665 -2.104 4.121  -0.20

[5]
C3H6N3O | ωB97M-V/def2-TZVPD

The calculation puts the frontier orbital gap at 10.57 eV. Its net charge is +1. For the LUMO energy, the calculation gives -4.84 eV. The spin multiplicity is 1. The HOMO energy comes out at -15.41 eV. The calculation puts the total energy at -9718.59001 eV. The energy relative to the best compared isomer or geometry (same formula, charge and spin) comes out at 13.5 kJ/mol. Its largest force on an atom is 1.52 eV Å⁻¹. The calculation puts the molecular weight at 100.101 g mol⁻¹.

Last column: Löwdin charge in e.
Positions of all 13 atoms, in Å:
1 H 0.230 -1.277 -2.589  0.16
2 C 0.266 -0.915 -1.559  -0.19
3 C -0.800 0.042 0.607  -0.20
4 O -0.811 -0.852 -0.926  0.08
5 H -1.429 -0.653 1.167  0.18
6 H 0.773 0.232 1.944  0.18
7 N 0.582 0.013 0.973  0.13
8 N 1.476 -0.646 -1.090  0.13
9 C 1.586 -0.290 0.160  -0.09
10 N -1.326 1.253 0.413  0.19
11 H 2.587 -0.252 0.572  0.16
12 H -2.329 1.362 0.385  0.14
13 H -0.805 1.982 -0.058  0.14

[6]
CClF2NO | ωB97M-V/def2-TZVPD

The calculation puts the frontier orbital gap at 9.27 eV. For the LUMO energy, the calculation gives -0.97 eV. The spin multiplicity is 1. The HOMO energy comes out at -10.24 eV. The calculation puts the total energy at -22529.34450 eV. The energy relative to the best compared isomer or geometry (same formula, charge and spin) comes out at 0.0 kJ/mol. Its largest force on an atom is 0.98 eV Å⁻¹. The calculation puts the molecular weight at 115.466 g mol⁻¹.

Last column: Löwdin charge in e.
Positions of all 6 atoms, in Å:
1 F 0.644 1.297 -0.783  0.08
2 C 0.328 0.280 0.002  -0.95
3 F 0.139 0.730 1.237  0.08
4 N -0.941 -0.484 -0.601  0.01
5 Cl 1.559 -0.995 -0.066  0.72
6 O -1.730 -0.828 0.211  0.05

> Which formula does entry 1 have?

C10H18Si

> What is the formula in the fifth record?

C3H6N3O

> Which of these has the highest molecular weight?

C9H36O9